# C2H7BrOSi

2 unconnected molecules or ions with the total composition C2H7BrOSi at a distorted geometry (ωB97M-V/def2-TZVPD, OMol25).

```
12
Properties=species:S:1:pos:R:3:lowdin_charge:R:1
C -2.71 1.48 -0.23 -0.05
C -1.57 0.95 0.57 -0.35
O -0.52 0.54 0.14 -0.05
Si 2.93 -1.97 -0.15 0.10
Br 2.55 0.14 -0.05 0.29
H -2.50 0.98 -1.21 0.10
H -2.41 2.53 -0.41 0.09
H -3.65 1.22 0.23 0.07
H -1.56 1.12 1.72 0.13
H 2.83 -2.74 1.11 -0.11
H 4.42 -1.99 -0.37 -0.11
H 2.18 -2.26 -1.35 -0.12
```

energy above the lowest of the compared OMol25 structures with the same formula, charge and spin: 15.6 kcal per mole
frontier orbital gap: 10.638 eV
E_LUMO: 0.0332 Eh
multiplicity: 1
highest occupied orbital energy: -9.7 eV


# C2H7ClN2

A single C2H7ClN2 molecule at a distorted geometry (ωB97M-V/def2-TZVPD, OMol25).

```
12
Properties=species:S:1:pos:R:3:lowdin_charge:R:1
C 1.10 0.96 -0.71 -0.07
C 0.05 -0.19 -0.76 -0.23
N -1.12 -0.03 1.33 -0.04
N -0.19 -0.66 0.67 -0.40
Cl -0.49 -2.65 0.60 0.22
H 1.98 0.46 -0.90 0.04
H 0.95 1.61 -1.61 0.09
H 1.16 1.50 0.17 0.04
H -0.88 0.32 -1.22 0.14
H 0.36 -1.08 -1.17 0.03
H -2.07 -0.30 1.26 0.08
H -0.85 0.07 2.34 0.13
```

energy above the lowest of the compared OMol25 structures with the same formula, charge and spin: 5.4 kcal per mole
frontier orbital gap (alpha / beta): 7.878 / 7.286 eV
E_LUMO (alpha / beta): 0.0383 / -0.0829 Eh
⟨S²⟩: 2.01
multiplicity: 3
highest occupied orbital energy (alpha / beta): -6.8 / -9.5 eV


# C2H7ClNO2P

A single C2H7ClNO2P molecule (ωB97M-V/def2-TZVPD, OMol25).

```
14
Properties=species:S:1:pos:R:3:lowdin_charge:R:1
C -2.59 -0.89 -0.43 -0.19
C 2.16 0.96 0.46 -0.40
N -1.42 -0.22 0.11 -0.34
O 2.85 1.15 -0.72 -0.03
O 0.77 0.80 0.30 -0.40
P 0.09 -0.44 -0.55 0.55
Cl 0.87 -2.01 0.57 0.19
H -2.82 -1.82 0.10 0.07
H -3.46 -0.22 -0.38 0.07
H -2.40 -1.13 -1.48 0.06
H 2.60 0.06 0.91 0.09
H 2.26 1.81 1.15 0.13
H 2.55 1.97 -1.15 0.10
H -1.46 -0.03 1.11 0.09
```

energy above the lowest of the compared OMol25 structures with the same formula, charge and spin: 12.2 kcal per mole
frontier orbital gap: 10.282 eV
E_LUMO: 0.0323 Eh
multiplicity: 1
highest occupied orbital energy: -9.4 eV


# C2H7ClNO2P

2 unconnected molecules or ions with the total composition C2H7ClNO2P at a distorted geometry (ωB97M-V/def2-TZVPD, OMol25).

```
14
Properties=species:S:1:pos:R:3:lowdin_charge:R:1
C -1.56 -0.10 -1.56 -0.09
C -0.90 0.32 -0.25 -0.35
N 2.52 0.48 1.43 -0.20
O 1.01 -1.68 2.20 -0.36
O -1.24 1.64 0.13 -0.08
P 2.13 -1.01 1.54 0.19
Cl 3.41 -2.22 0.66 0.39
H -1.22 0.52 -2.38 0.07
H -1.33 -1.14 -1.78 0.07
H -2.64 0.00 -1.48 0.07
H 0.20 0.22 -0.35 0.08
H -1.23 -0.31 0.57 0.11
H -0.98 2.23 -0.59 0.08
H 1.83 1.07 1.87 0.00
```

energy above the lowest of the compared OMol25 structures with the same formula, charge and spin: 34.3 kcal per mole
frontier orbital gap: 10.220 eV
E_LUMO: -0.0071 Eh
multiplicity: 1
highest occupied orbital energy: -10.4 eV


# C2H7ClNOP

A molecular structure, C2H7ClNOP at a distorted geometry (ωB97M-V/def2-TZVPD, OMol25).

```
13
Properties=species:S:1:pos:R:3:lowdin_charge:R:1
C -0.83 -1.21 0.30 -0.23
C -0.34 -0.64 -0.95 -0.36
N 1.24 1.44 0.28 -0.20
O 2.38 -0.86 -0.50 -0.20
P 1.19 -0.01 -0.34 0.58
Cl -1.48 2.39 0.90 0.25
H -0.55 -2.17 0.67 0.08
H -0.73 -0.38 1.05 0.05
H -1.87 -1.26 0.15 0.06
H -0.83 0.24 -1.40 0.09
H -0.18 -1.42 -1.77 0.12
H 2.14 1.59 0.69 0.00
H -0.14 2.29 0.90 -0.24
```

energy above the lowest of the compared OMol25 structures with the same formula, charge and spin: 59.1 kcal per mole
frontier orbital gap (alpha / beta): 6.076 / 6.098 eV
E_LUMO (alpha / beta): 0.0175 / -0.1661 Eh
⟨S²⟩: 2.02
multiplicity: 3
highest occupied orbital energy (alpha / beta): -5.6 / -10.6 eV


# C2H7ClNP

A single C2H7ClNP molecule at a distorted geometry (ωB97M-V/def2-TZVPD, OMol25).

```
12
Properties=species:S:1:pos:R:3:lowdin_charge:R:1
C -0.86 -1.01 0.72 -0.19
C -0.43 1.10 -0.50 -0.14
N -0.08 -0.34 -0.25 -0.54
P 1.65 -0.75 -0.41 0.48
Cl 2.68 0.52 0.80 0.09
H -0.55 -1.96 0.72 0.02
H -0.87 -0.62 1.68 0.07
H -1.81 -1.09 0.26 0.09
H 0.37 1.63 -1.08 0.07
H -1.44 1.21 -0.82 0.05
H -0.46 1.52 0.60 0.10
H 1.81 -0.22 -1.71 -0.10
```

energy above the lowest of the compared OMol25 structures with the same formula, charge and spin: 0.0 kcal per mole
frontier orbital gap: 10.023 eV
E_LUMO: 0.0339 Eh
multiplicity: 1
highest occupied orbital energy: -9.1 eV


# C2H7FeO3

A molecular structure, C2H7FeO3 at a distorted geometry (ωB97M-V/def2-TZVPD, OMol25).

```
13
Properties=species:S:1:pos:R:3:lowdin_charge:R:1
O 0.34 0.69 -1.37 -0.46
H 1.24 -2.12 0.99 0.03
C 0.54 0.91 1.55 -0.12
O 0.18 1.89 0.61 -0.17
C -0.49 1.38 -0.52 -0.42
H 1.29 0.22 1.15 0.07
H 0.96 1.42 2.43 0.09
H -0.34 0.32 1.87 0.09
H -0.94 2.27 -1.01 0.13
H -1.31 0.72 -0.17 0.11
Fe 0.06 -0.87 -2.26 0.71
O 1.37 -3.10 1.14 -0.09
H 0.89 -3.30 1.95 0.03
```

energy above the lowest of the compared OMol25 structures with the same formula, charge and spin: 0.9 kcal per mole
frontier orbital gap (alpha / beta): 7.860 / 9.003 eV
E_LUMO (alpha / beta): 0.0115 / -0.0423 Eh
⟨S²⟩: 8.76
multiplicity: 6
highest occupied orbital energy (alpha / beta): -7.5 / -10.2 eV


# C2H7IN3

2 unconnected molecules or ions with the total composition C2H7IN3 at a distorted geometry (ωB97M-V/def2-TZVPD, OMol25).

```
13
Properties=species:S:1:pos:R:3:lowdin_charge:R:1
C 0.66 0.53 -0.14 -0.54
C -1.71 -1.23 -0.21 -0.40
N 1.51 1.39 -0.57 0.24
N 0.25 0.60 1.22 0.16
N 0.18 -0.47 -0.80 0.11
I -1.48 -2.73 1.23 0.93
H -2.02 -1.51 -1.15 -0.01
H -2.03 -0.31 0.17 0.00
H 2.07 1.91 0.06 0.14
H 1.54 1.35 -1.54 0.12
H 0.97 0.91 1.80 0.08
H -0.18 -0.09 1.80 0.04
H 0.25 -0.36 -1.86 0.14
```

total charge: +1
energy above the lowest of the compared OMol25 structures with the same formula, charge and spin: 35.1 kcal per mole
frontier orbital gap: 9.217 eV
E_LUMO: -0.1799 Eh
multiplicity: 1
highest occupied orbital energy: -14.1 eV


# C2H7IO

2 unconnected molecules or ions with the total composition C2H7IO at a distorted geometry (ωB97M-V/def2-TZVPD, OMol25).

```
11
Properties=species:S:1:pos:R:3:lowdin_charge:R:1
I -0.49 -0.71 -0.08 0.72
C 1.74 0.31 -1.79 -0.25
C 0.34 0.80 -1.32 -0.73
H 2.16 0.98 -2.56 0.07
H 1.64 -0.70 -2.22 0.05
H 2.44 0.27 -0.94 0.07
H -0.45 1.10 -2.03 0.04
H 0.59 1.69 -0.70 0.04
O -2.35 -1.34 4.13 -0.10
H -2.64 -1.82 3.32 0.04
H -2.96 -0.57 4.20 0.05
```

energy above the lowest of the compared OMol25 structures with the same formula, charge and spin: 2.3 kcal per mole
frontier orbital gap: 9.827 eV
E_LUMO: 0.0149 Eh
multiplicity: 1
highest occupied orbital energy: -9.4 eV


# C2H7N

A gas-phase ion, C2H7N (charge -1) at a distorted geometry (ωB97M-V/def2-TZVPD, OMol25).

```
10
Properties=species:S:1:pos:R:3:lowdin_charge:R:1
C 0.10 -0.24 1.19 -0.46
N 0.66 0.48 0.05 -0.18
C -0.32 0.28 -1.13 -0.43
H 0.27 -1.29 1.17 -0.01
H 0.29 0.44 2.14 0.06
H -1.07 -0.18 1.13 0.05
H 1.49 0.09 -0.15 -0.02
H -1.15 0.84 -1.10 -0.03
H -0.59 -0.85 -1.31 0.03
H 0.31 0.41 -1.99 0.00
```

total charge: -1
energy above the lowest of the compared OMol25 structures with the same formula, charge and spin: 19.1 kcal per mole
frontier orbital gap (alpha / beta): 3.104 / 9.950 eV
E_LUMO (alpha / beta): 0.1719 / 0.1862 Eh
⟨S²⟩: 0.75
multiplicity: 2
highest occupied orbital energy (alpha / beta): 1.6 / -4.9 eV


# C2H7N

2 unconnected molecules or ions with the total composition C2H7N at a distorted geometry (ωB97M-V/def2-TZVPD, OMol25).

```
10
Properties=species:S:1:pos:R:3:lowdin_charge:R:1
C -1.95 0.19 0.36 -0.11
N -0.62 0.25 0.32 -0.04
C 2.17 -0.39 -0.45 -0.07
H -2.45 1.13 0.11 0.06
H -2.55 -0.71 0.51 0.07
H -0.93 0.45 -0.71 0.08
H 1.33 -0.04 -1.05 -0.02
H 2.85 0.46 -0.34 0.01
H 2.62 -1.26 -0.92 0.02
H 1.78 -0.63 0.53 0.00
```

energy above the lowest of the compared OMol25 structures with the same formula, charge and spin: 83.3 kcal per mole
frontier orbital gap: 9.119 eV
E_LUMO: 0.0091 Eh
multiplicity: 1
highest occupied orbital energy: -8.9 eV


# C2H7N

A single C2H7N molecule at a distorted geometry (ωB97M-V/def2-TZVPD, OMol25).

```
10
Properties=species:S:1:pos:R:3:lowdin_charge:R:1
C 0.70 0.95 -0.11 -0.12
C 0.09 -0.41 0.33 -0.40
H 1.48 1.25 0.63 0.07
H 1.12 1.02 -1.12 0.06
H -0.15 1.66 -0.02 0.06
H 0.92 -1.09 0.29 0.09
H -0.36 -0.21 1.36 0.12
H -1.82 -0.43 -0.40 0.10
H -1.12 -1.85 -0.35 0.07
N -0.87 -0.88 -0.61 -0.06
```

energy above the lowest of the compared OMol25 structures with the same formula, charge and spin: 8.2 kcal per mole
frontier orbital gap: 10.678 eV
E_LUMO: 0.0431 Eh
multiplicity: 1
highest occupied orbital energy: -9.5 eV